Here is a 11-piece molecular cluster, C24H76N6O11 overall from OMol25. Energies are from ωB97M-V/def2-TZVPD.

XYZ file:
```
117
Properties=species:S:1:pos:R:3
C -15.3231 -13.1557 21.4439
O -16.0182 -13.8382 20.4267
C -16.7468 -14.9184 20.9933
C -17.5052 -15.5319 19.8159
C -18.3083 -16.7313 20.2489
N -16.5633 -15.9325 18.7729
H -15.9647 -12.8799 22.2845
H -14.9021 -12.2462 21.0223
H -14.5232 -13.8167 21.7949
H -16.0975 -15.6497 21.4995
H -17.3903 -14.5217 21.7929
H -18.0946 -14.7336 19.3593
H -18.9096 -17.2578 19.5102
H -18.9750 -16.5049 21.0846
H -17.5901 -17.4724 20.6251
H -16.1072 -16.7806 19.1052
H -15.8289 -15.2589 18.5811
C -11.4109 -13.8925 22.3032
O -10.3529 -14.2947 23.1067
C -9.1799 -13.5500 22.8725
C -8.1324 -13.9339 23.9078
C -6.9005 -13.0995 23.7046
N -7.8180 -15.3632 23.9016
H -11.9056 -12.9942 22.6976
H -12.1396 -14.6999 22.2249
H -11.1118 -13.6503 21.2721
H -8.8347 -13.7509 21.8482
H -9.3944 -12.4781 23.0075
H -8.6087 -13.7646 24.8786
H -7.0347 -12.0313 23.9025
H -6.5577 -13.1355 22.6657
H -6.1011 -13.4012 24.3820
H -8.6841 -15.8782 23.6990
H -7.3316 -15.5990 23.0222
C -19.8259 -20.7265 21.1957
O -18.5169 -20.6071 20.7362
C -18.5217 -20.7835 19.3144
C -17.1229 -20.8631 18.7872
C -17.0243 -21.0557 17.2773
N -16.4816 -22.0895 19.3751
H -20.3307 -21.6063 20.7889
H -20.4224 -19.8337 20.9724
H -19.7701 -20.8178 22.2797
H -19.0708 -21.6979 19.0633
H -19.0484 -19.9064 18.9087
H -16.4402 -20.0314 19.0123
H -17.4715 -20.2020 16.7588
H -17.5108 -21.9828 16.9681
H -15.9859 -21.1452 16.9571
H -16.5572 -22.0241 20.4006
H -15.4652 -21.9487 19.3206
C -20.5799 -13.3391 24.2641
O -19.5640 -13.2936 25.2474
C -18.2957 -13.5330 24.6909
C -17.3092 -13.5438 25.8392
C -15.9456 -14.0752 25.3879
N -17.7931 -14.3075 26.9996
H -21.5419 -13.1332 24.7289
H -20.6124 -14.3123 23.7674
H -20.4043 -12.5297 23.5518
H -18.3160 -14.4851 24.1377
H -18.0888 -12.7540 23.9416
H -17.0981 -12.5266 26.1853
H -16.1081 -15.1403 25.1794
H -15.2624 -14.0464 26.2365
H -15.5415 -13.5575 24.5238
H -17.7777 -15.3026 26.7748
H -18.7794 -14.0545 27.0765
C -20.9455 -11.9761 20.8536
O -21.7546 -13.0051 20.3524
C -21.4792 -13.3965 19.0067
C -22.0949 -12.4810 17.9720
C -23.5563 -12.1943 18.2318
N -21.9561 -13.1155 16.6012
H -19.8890 -12.2670 20.9879
H -21.3211 -11.6302 21.8176
H -20.8986 -11.0464 20.2578
H -20.3950 -13.4549 18.8768
H -21.8768 -14.4146 18.9410
H -21.4675 -11.5751 17.9656
H -24.0402 -11.6924 17.4011
H -23.6390 -11.5832 19.1363
H -24.0538 -13.1235 18.5153
H -22.5154 -12.5435 15.9747
H -20.9906 -12.9380 16.3138
C -13.7183 -17.0154 25.0543
O -13.9023 -16.8325 23.6476
C -12.9673 -17.5843 22.8989
C -13.4400 -17.6380 21.4707
C -14.7779 -18.3503 21.3578
N -12.4237 -18.2143 20.5990
H -14.1955 -17.9768 25.2920
H -14.2660 -16.2338 25.5681
H -12.6613 -16.9886 25.3339
H -12.0419 -16.9922 22.9590
H -12.7910 -18.5739 23.3400
H -13.5926 -16.5924 21.1845
H -15.4859 -18.0395 22.1350
H -14.8034 -19.4426 21.3818
H -15.2943 -18.0498 20.4390
H -12.9057 -18.4971 19.7463
H -12.1209 -19.1034 20.9993
O -15.9860 -9.6598 22.0071
H -15.1068 -9.2972 22.1761
H -16.2033 -9.3590 21.1157
O -17.1651 -11.9887 18.7554
H -16.7547 -12.7778 19.2076
H -16.7529 -11.2251 19.1755
O -14.0163 -15.0162 17.7033
H -13.1790 -15.2221 18.1448
H -14.0241 -15.5772 16.9125
O -18.5107 -16.8968 16.7120
H -19.1320 -16.1715 16.5693
H -17.8035 -16.5196 17.2861
O -14.8680 -12.3938 16.7899
H -14.3898 -13.1839 17.1120
H -15.6456 -12.3056 17.3677
```

Values from the calculation:
- energy above the lowest of the compared OMol25 structures with the same formula, charge and spin (kJ/mol) = 98.8
- molecular weight (g mol⁻¹) = 624.90
- SMILES = COC[C@H](C)N.COC[C@H](C)N.COC[C@H](C)N.COC[C@H](C)N.COC[C@H](C)N.COC[C@H](C)N.O.O.O.O.O
- HOMO (Ha) = -0.345

=====

Here is a 2-piece molecular cluster, C18H25F2N3O5S4Si overall from OMol25. Energies are from ωB97M-V/def2-TZVPD.

XYZ file:
```
58
Properties=species:S:1:pos:R:3
C 1.0759 -4.9232 0.2320
C 1.1629 -3.8455 1.3864
C 2.1552 -2.6511 1.0721
C 1.4283 -1.4717 0.3217
N 1.7437 -1.3844 -0.9699
N 1.1261 -0.3325 -1.5169
S 1.5798 -0.2466 -3.2194
C 0.2882 0.5813 -0.9716
Si -0.4894 2.1176 -1.8624
C -0.1886 2.4147 -3.6805
C -2.3944 2.2438 -1.6070
C 0.2263 3.6397 -0.9145
C -0.1214 0.4784 0.4540
C -1.0799 1.3551 1.2845
C -2.4917 0.6325 1.4895
O -3.0179 0.7377 2.5719
C -3.2025 -0.2259 0.4148
C -2.7200 -1.4782 -0.1494
C -3.5138 -2.1345 -1.2007
C -4.7724 -1.5837 -1.7033
C -5.2634 -0.3305 -1.1335
C -4.4787 0.3118 -0.0983
C 0.5264 -0.6602 1.1397
S 0.2939 -1.0457 2.8796
H 1.2904 -4.5193 -0.7873
H 1.7013 -5.8029 0.5219
H 0.0086 -5.2939 0.2176
H 1.4695 -4.3210 2.3579
H 0.1318 -3.3992 1.5033
H 3.0444 -3.0119 0.4879
H 2.5770 -2.2379 2.0307
H 0.9277 -1.3185 -3.8048
H 0.8967 2.4612 -3.9561
H -0.6789 1.6372 -4.3261
H -0.6424 3.4075 -3.9709
H -2.8035 1.2297 -1.8436
H -2.8128 2.9382 -2.3927
H -2.6743 2.6331 -0.6013
H 0.8305 4.2909 -1.5988
H 0.8768 3.3251 -0.0574
H -0.6004 4.2826 -0.4966
H -1.1716 2.4242 0.9869
H -0.6555 1.3779 2.3281
H -1.7587 -1.9179 0.1906
H -3.2000 -3.1033 -1.6673
H -5.3869 -2.0639 -2.4964
H -6.1954 0.1855 -1.4648
H -4.8446 1.2868 0.3162
H 0.0915 0.1055 3.6028
N 5.0992 2.2188 1.9994
S 5.6041 1.1027 3.0021
O 5.7346 -0.2254 2.4732
O 5.1764 1.2125 4.3651
F 7.1288 1.5452 3.1157
S 3.5976 2.0274 1.6087
O 3.1992 2.8119 0.4710
O 2.6237 1.9683 2.6671
F 3.5424 0.5441 0.9990
```

Values from the calculation:
- molecular weight (g mol⁻¹) = 557.76
- HOMO (Ha) = -0.339

=====

Here is C7H6NO6Ru as an isolated structure from OMol25. Energies are from ωB97M-V/def2-TZVPD.

XYZ file:
```
21
Properties=species:S:1:pos:R:3
O 0.2269 4.4859 0.0768
C 0.3723 3.4183 -0.3478
Ru 0.4395 -0.6684 -2.4313
C 0.3901 -2.2597 -1.4542
O 0.3618 -3.2809 -0.8935
C 0.2214 -1.4251 -4.1659
O 0.0944 -1.8507 -5.2422
C 1.9928 0.2078 -1.7100
O 2.9123 0.7604 -1.2730
C -1.2093 0.1365 -1.8867
O -2.2229 0.6173 -1.5838
H 0.3746 2.2782 -0.6998
C 0.1011 0.1486 3.2588
C -0.3435 -0.0633 1.8346
N -1.2715 -1.0372 1.6620
O 0.1025 0.5887 0.8726
H -0.4972 -0.4073 3.9994
H 0.0921 1.2221 3.4680
H 1.1597 -0.1218 3.3418
H -1.6206 -1.2192 0.7310
H -1.6765 -1.5302 2.4434
```

Values from the calculation:
- ⟨S²⟩ = 6.02
- energy above the lowest of the compared OMol25 structures with the same formula, charge and spin (kJ/mol) = 0.0
- spin multiplicity = 5
- molecular weight (g mol⁻¹) = 301.20
- charge = +3
- HOMO (alpha / beta) (Ha) = -0.746 / -0.831

=====

Question: molecular weight of number 1 (C24H76N6O11)?
Answer: 624.90 g mol⁻¹

=====

Question: What is the formula in the second record?
Answer: C18H25F2N3O5S4Si

=====

Question: Which formula does entry 2 have?
Answer: C18H25F2N3O5S4Si

=====

Question: Which formula does entry 2 have?
Answer: C18H25F2N3O5S4Si